1.
{
  "formula": "C7H6Br3N",
  "method": "ωB97M-V with the def2-TZVPD basis set",
  "symbols": ["Br", "Br", "Br", "N", "C", "C", "C", "C", "C", "C", "C", "H", "H", "H", "H", "H", "H"],
  "xyz": [[2.730, 1.251, 1.345], [4.407, 0.409, -1.169], [3.482, -1.726, 0.950], [0.788, 1.588, 0.002], [-1.381, 0.789, 0.742], [-2.320, -1.133, -0.387], [-0.208, 0.693, 0.033], [-1.086, -1.295, -1.088], [-2.437, -0.086, 0.539], [-0.068, -0.373, -0.984], [3.911, 0.050, 0.700], [0.838, -0.582, -1.373], [-3.211, -1.651, -0.403], [-3.397, 0.176, 0.973], [-1.624, 1.654, 1.306], [0.588, 2.383, 0.583], [-1.010, -2.149, -1.769]],
  "homo_lumo_gap_ev": [6.9, 6.9],
  "e_above_lowest_kj_mol": 347.0,
  "multiplicity": 1
}

2.
{
  "formula": "C11H19N2O",
  "method": "ωB97M-V with the def2-TZVPD basis set",
  "symbols": ["O", "N", "N", "C", "C", "C", "C", "C", "C", "C", "C", "C", "C", "C", "H", "H", "H", "H", "H", "H", "H", "H", "H", "H", "H", "H", "H", "H", "H", "H", "H", "H", "H"],
  "xyz": [[-0.230, -0.845, 1.467], [-2.281, 0.168, 1.281], [1.998, -1.849, 0.578], [-0.482, 0.971, -0.554], [-1.061, -0.074, 0.901], [-0.713, 0.305, -1.746], [-3.131, 1.131, 0.689], [2.954, -0.694, 0.939], [-2.773, -0.359, 2.610], [0.015, 0.723, -2.848], [0.932, 2.582, -1.441], [0.857, 1.845, -2.671], [0.225, 2.075, -0.327], [2.139, -2.581, -0.638], [1.406, -3.340, -0.761], [1.277, 2.196, -3.677], [0.265, 2.500, 0.729], [-3.795, -0.614, 2.475], [2.895, -0.584, 1.975], [-1.372, -0.567, -1.950], [1.992, -1.987, -1.574], [3.052, -3.161, -0.683], [-3.911, 0.422, 0.425], [1.442, 3.603, -1.589], [-2.580, 0.468, 3.262], [-0.320, 0.435, -3.790], [-2.316, -1.400, 2.792], [3.995, -0.991, 0.652], [0.976, -1.388, 0.617], [-2.763, 1.561, -0.194], [-3.593, 1.809, 1.367], [2.778, 0.258, 0.384], [2.122, -2.617, 1.302]],
  "charge": 1,
  "homo_lumo_gap_ev": 10.1,
  "e_above_lowest_kj_mol": 326.7,
  "multiplicity": 1
}

3.
{
  "formula": "C32H26BrInNO17",
  "method": "ωB97M-V with the def2-TZVPD basis set",
  "symbols": ["In", "Br", "O", "O", "O", "O", "O", "O", "O", "O", "O", "O", "O", "O", "O", "O", "O", "O", "O", "N", "C", "C", "C", "C", "C", "C", "C", "C", "C", "C", "C", "C", "C", "C", "C", "C", "C", "C", "C", "C", "C", "C", "C", "C", "C", "C", "C", "C", "C", "C", "C", "C", "H", "H", "H", "H", "H", "H", "H", "H", "H", "H", "H", "H", "H", "H", "H", "H", "H", "H", "H", "H", "H", "H", "H", "H", "H", "H"],
  "xyz": [[-3.446, 1.022, -4.562], [-5.624, -0.516, -4.417], [-0.811, 6.162, 10.472], [2.879, 4.615, 12.957], [0.502, -0.308, 2.530], [4.863, -6.143, -6.343], [-1.295, -1.748, -1.534], [0.457, -3.496, -7.632], [3.523, -4.872, -4.332], [2.918, -0.744, 3.717], [3.111, -4.394, -0.246], [-0.005, -3.090, -3.529], [0.816, 0.403, 7.771], [-0.510, 2.012, -6.941], [3.061, 2.287, 11.546], [-0.683, 3.795, 9.120], [1.747, -4.838, -9.626], [1.773, -3.125, 1.766], [-1.622, 0.753, 6.596], [-2.416, 0.388, -6.326], [3.841, -5.552, -6.658], [-0.294, -2.364, -1.214], [0.473, -3.114, -2.248], [-0.628, 0.226, 4.529], [2.087, 3.202, 11.258], [-4.993, 4.254, -6.813], [0.197, -2.405, 0.170], [0.761, 0.218, 6.565], [-4.840, 2.038, -8.750], [-4.137, 3.168, -4.573], [-2.309, 0.624, -2.629], [3.059, -4.825, -5.619], [1.586, -3.783, -1.939], [1.307, -3.077, 0.479], [0.157, 3.972, 9.988], [2.088, -3.804, -0.561], [1.196, 2.980, 10.290], [1.837, -0.364, 4.459], [2.226, -4.862, -8.346], [0.146, 5.236, 10.779], [2.060, 4.453, 12.066], [-4.974, 3.045, -7.910], [0.549, -0.155, 3.739], [-1.172, 1.377, -2.175], [1.459, -4.112, -7.312], [-1.430, 1.167, -6.637], [-3.699, 4.032, -5.869], [3.339, -5.532, -8.037], [1.949, -4.153, -5.928], [-0.534, 0.400, 5.849], [1.036, 5.455, 11.749], [1.931, -0.187, 5.779], [1.374, -3.619, -5.183], [2.860, -0.334, 6.314], [-5.988, 4.127, -6.246], [-4.473, 1.162, -9.414], [1.038, 6.367, 12.332], [-0.379, -1.871, 0.914], [1.203, 2.075, 9.696], [-2.844, 3.582, -6.490], [0.938, -4.288, -9.589], [-0.536, 0.914, -1.315], [-1.560, 0.357, 3.996], [-3.699, 3.664, -3.613], [4.336, -5.415, -4.367], [2.586, -3.669, 1.728], [-0.963, 2.418, -2.626], [-2.674, -0.229, -1.927], [-1.328, 5.768, 9.741], [-3.324, 5.063, -5.475], [2.153, -4.330, -2.681], [-4.943, 5.295, -7.322], [-0.816, -2.541, -3.495], [3.906, -6.079, -8.779], [-5.291, 3.165, -4.404], [-1.296, 0.818, 7.516], [3.575, 2.678, 12.282], [2.593, -0.803, 2.795]],
  "charge": -1,
  "homo_lumo_gap_ev": 4.5,
  "multiplicity": 1
}

What did the second record say?
{
  "formula": "C11H19N2O",
  "method": "ωB97M-V with the def2-TZVPD basis set",
  "symbols": ["O", "N", "N", "C", "C", "C", "C", "C", "C", "C", "C", "C", "C", "C", "H", "H", "H", "H", "H", "H", "H", "H", "H", "H", "H", "H", "H", "H", "H", "H", "H", "H", "H"],
  "xyz": [[-0.230, -0.845, 1.467], [-2.281, 0.168, 1.281], [1.998, -1.849, 0.578], [-0.482, 0.971, -0.554], [-1.061, -0.074, 0.901], [-0.713, 0.305, -1.746], [-3.131, 1.131, 0.689], [2.954, -0.694, 0.939], [-2.773, -0.359, 2.610], [0.015, 0.723, -2.848], [0.932, 2.582, -1.441], [0.857, 1.845, -2.671], [0.225, 2.075, -0.327], [2.139, -2.581, -0.638], [1.406, -3.340, -0.761], [1.277, 2.196, -3.677], [0.265, 2.500, 0.729], [-3.795, -0.614, 2.475], [2.895, -0.584, 1.975], [-1.372, -0.567, -1.950], [1.992, -1.987, -1.574], [3.052, -3.161, -0.683], [-3.911, 0.422, 0.425], [1.442, 3.603, -1.589], [-2.580, 0.468, 3.262], [-0.320, 0.435, -3.790], [-2.316, -1.400, 2.792], [3.995, -0.991, 0.652], [0.976, -1.388, 0.617], [-2.763, 1.561, -0.194], [-3.593, 1.809, 1.367], [2.778, 0.258, 0.384], [2.122, -2.617, 1.302]],
  "charge": 1,
  "homo_lumo_gap_ev": 10.1,
  "e_above_lowest_kj_mol": 326.7,
  "multiplicity": 1
}